Entry 1:
# C21H28CoF5N3OSSi2

A structure of composition C21H28CoF5N3OSSi2 (wB97M-V/def2-TZVPD, the OMol25 dataset).

Structure (XYZ):
```
62
Properties=species:S:1:pos:R:3:mulliken_charge:R:1
Co 0.437 0.289 0.075 -0.840
N 3.677 -0.575 2.289 -0.442
C 2.466 -0.219 1.808 0.740
O 2.364 0.259 0.678 -0.257
C 1.245 -0.394 2.662 -1.050
C 0.066 0.266 1.952 -0.728
H 4.422 -0.657 1.617 0.263
H 3.721 -1.148 3.113 0.218
H 1.451 0.017 3.658 0.408
H 1.091 -1.469 2.792 0.300
H -0.049 1.311 2.248 0.591
H -0.864 -0.257 2.164 0.444
C -1.661 -2.422 0.713 -0.423
Si -2.311 -1.130 -0.501 -0.263
C -2.314 -1.771 -2.262 -0.946
C -4.127 -0.995 0.018 -1.525
N -1.391 0.330 -0.346 0.948
C -1.867 1.626 -0.324 0.816
C -3.196 2.043 -0.434 -0.685
C -3.540 3.386 -0.312 -0.819
C -2.563 4.338 -0.067 -0.974
C -1.229 3.945 0.008 -0.440
C -0.860 2.614 -0.173 0.664
N 0.439 2.115 -0.225 0.614
Si 1.796 3.146 -0.533 -0.109
C 1.434 4.266 -2.006 -1.189
C 3.345 2.226 -1.061 -1.094
C 2.289 4.198 0.957 -1.105
H -1.814 -3.438 0.335 0.351
H -2.205 -2.332 1.658 0.414
H -0.601 -2.294 0.924 -0.418
H -2.736 -2.779 -2.327 0.329
H -1.299 -1.794 -2.660 0.248
H -2.919 -1.111 -2.891 0.347
H -4.468 -2.014 0.234 0.407
H -4.789 -0.590 -0.750 0.368
H -4.249 -0.403 0.929 0.395
H -3.974 1.318 -0.614 0.296
H -4.580 3.680 -0.395 0.368
H -2.828 5.381 0.063 0.374
H -0.469 4.689 0.207 0.252
H 1.360 3.648 -2.905 0.290
H 2.268 4.961 -2.149 0.357
H 0.515 4.843 -1.924 0.412
H 3.115 1.369 -1.699 0.280
H 3.935 1.864 -0.220 0.190
H 3.960 2.928 -1.635 0.435
H 1.548 4.960 1.209 0.373
H 3.244 4.700 0.775 0.350
H 2.411 3.553 1.833 0.271
F 0.526 -7.362 0.178 -0.338
C 0.688 -6.073 -0.171 0.746
C 0.312 -5.631 -1.425 0.232
F -0.221 -6.503 -2.297 -0.328
C 0.481 -4.303 -1.777 0.116
F 0.093 -3.950 -3.009 -0.401
C 1.026 -3.351 -0.910 0.435
S 1.207 -1.679 -1.347 -0.479
C 1.403 -3.850 0.339 -0.072
F 1.940 -3.022 1.258 -0.235
C 1.239 -5.168 0.715 -0.144
F 1.614 -5.581 1.940 -0.335
```

Charge: -1
ΔE to the lowest compared entry with this formula, charge and spin: 0.0 kcal/mol
Frontier orbital gap: 6.303 eV
HOMO: -3.752 eV
Molar mass: 580.64 g mol⁻¹
Lowest unoccupied orbital energy: 2.551 eV


Entry 2:
# C21H28MnN3O2

A structure of composition C21H28MnN3O2 at a distorted geometry (wB97M-V/def2-TZVPD, the OMol25 dataset).

Structure (XYZ):
```
55
Properties=species:S:1:pos:R:3:mulliken_charge:R:1
O 2.914 -1.317 -0.853 -0.189
C 3.270 -2.573 -0.169 -0.321
C 4.528 -2.801 -0.985 -0.843
H 2.539 -3.362 -0.367 0.004
H 3.414 -2.433 0.911 0.330
C 4.026 -1.562 -1.762 1.360
H 4.517 -3.730 -1.554 0.318
H 5.446 -2.666 -0.411 0.307
C 3.531 -1.927 -3.150 -1.654
H 2.811 -2.755 -3.103 0.339
H 4.382 -2.249 -3.766 0.408
H 3.070 -1.055 -3.632 0.367
C 5.033 -0.432 -1.781 -1.689
H 5.327 -0.168 -0.759 0.366
H 4.614 0.431 -2.311 0.368
H 5.934 -0.759 -2.316 0.398
Mn -2.146 1.805 0.376 0.601
C -2.298 3.679 1.390 -0.495
C -2.625 2.873 2.528 -0.698
C -1.535 2.008 2.804 -0.538
H -3.527 2.974 3.131 0.595
C -0.517 2.231 1.825 -0.364
C -0.942 3.328 0.979 -0.814
H -0.300 3.861 0.295 0.574
H -2.883 4.501 0.993 0.577
H -1.461 1.301 3.631 0.436
H 0.492 1.831 1.864 0.915
C -3.531 2.397 -1.218 -0.191
C -2.203 2.935 -1.371 -0.745
C -1.284 1.814 -1.486 -0.311
H -1.944 3.981 -1.516 0.495
C -2.071 0.609 -1.432 -0.369
C -3.438 0.972 -1.251 -0.789
H -4.267 0.261 -1.264 0.536
H -4.466 2.966 -1.177 0.480
H -0.212 1.850 -1.685 0.471
H -1.708 -0.402 -1.637 0.779
O 0.533 -2.275 -0.714 -0.486
C 0.534 -0.904 -0.230 0.409
C 1.037 -0.880 1.201 -0.022
H -0.526 -0.589 -0.210 -0.424
H 1.071 -0.240 -0.906 0.379
C 0.459 -2.205 1.713 -0.778
H 0.665 -0.032 1.775 -0.058
H 2.127 -0.873 1.206 0.104
C 0.156 -3.041 0.459 -0.797
H -0.487 -1.959 2.212 0.317
H 1.117 -2.730 2.407 0.346
H -0.926 -3.249 0.404 0.401
H 0.727 -3.980 0.462 0.325
N -3.653 0.711 1.276 -0.485
C -4.752 0.616 1.704 0.529
N -5.884 0.322 2.196 -0.679
C -6.873 1.125 2.489 0.462
N -7.813 1.767 2.782 -0.555
```

ΔE to the lowest compared entry with this formula, charge and spin: 3.9 kcal/mol
Frontier orbital gap (spin up / spin down): 6.398 / 7.465 eV
Multiplicity: 5
HOMO (spin up / spin down): -7.667 / -8.129 eV
Molar mass: 409.41 g mol⁻¹
Lowest unoccupied orbital energy (spin up / spin down): -1.269 / -0.663 eV


Entry 3:
# C21H28N3O6Rh

A structure of composition C21H28N3O6Rh at a distorted geometry (wB97M-V/def2-TZVPD, the OMol25 dataset).

Structure (XYZ):
```
59
Properties=species:S:1:pos:R:3:mulliken_charge:R:1
Rh -1.151 -0.646 -0.115 1.104
C 0.239 -3.053 1.786 -0.652
O -0.687 -2.893 0.727 -0.073
C -1.905 -3.597 0.939 -0.429
C -2.737 -3.437 -0.334 -0.649
O -3.009 -2.066 -0.603 -0.317
C -4.255 -1.581 -0.102 -0.501
C -4.297 -0.089 -0.425 -0.670
O -3.249 0.604 0.244 -0.055
C -3.610 1.083 1.532 -0.753
H 0.476 -4.116 1.921 0.350
H -0.149 -2.646 2.724 0.373
H 1.140 -2.513 1.502 -0.020
H -2.431 -3.196 1.819 0.277
H -1.692 -4.659 1.117 0.443
H -3.667 -4.005 -0.251 0.430
H -2.161 -3.802 -1.191 0.318
H -4.335 -1.739 0.981 0.325
H -5.078 -2.103 -0.601 0.435
H -5.267 0.334 -0.144 0.444
H -4.135 0.061 -1.499 0.298
H -4.465 1.760 1.450 0.352
H -2.759 1.633 1.926 0.175
H -3.852 0.273 2.225 0.332
O 0.555 1.230 3.267 -0.584
C -0.070 0.935 2.280 0.715
O -0.639 -0.141 1.967 -0.469
C -0.157 2.018 1.150 -0.052
C 0.165 3.354 1.415 -1.067
C 0.175 4.221 0.348 -0.692
C -0.088 3.751 -0.955 0.989
C -0.003 4.552 -2.116 -0.821
C -0.225 4.008 -3.354 -0.688
C -0.580 2.653 -3.495 -0.812
C -0.696 1.849 -2.392 -0.414
C -0.432 2.373 -1.113 -0.107
N -0.466 1.567 -0.034 1.396
H 0.402 3.654 2.424 0.631
H 0.410 5.265 0.498 0.502
H 0.247 5.596 -2.006 0.466
H -0.136 4.622 -4.237 0.437
H -0.759 2.258 -4.484 0.455
H -0.986 0.800 -2.466 0.334
N 0.828 -0.946 -0.946 -0.635
C 1.916 -0.934 -0.537 0.556
N 3.121 -0.914 -0.089 0.053
C 3.790 0.332 0.245 -0.359
C 5.217 0.304 -0.336 -0.761
O 5.890 -0.844 0.087 -0.352
C 5.278 -2.016 -0.362 -0.771
C 3.852 -2.133 0.215 -0.502
H 3.857 0.418 1.336 0.277
H 3.228 1.178 -0.154 0.423
H 5.790 1.157 0.032 0.367
H 5.165 0.343 -1.435 0.384
H 5.893 -2.845 -0.010 0.377
H 5.229 -2.034 -1.459 0.377
H 3.926 -2.245 1.303 0.367
H 3.340 -2.996 -0.212 0.442
```

Charge: +2
ΔE to the lowest compared entry with this formula, charge and spin: 55.1 kcal/mol
Frontier orbital gap (spin up / spin down): 5.485 / 5.569 eV
HOMO (spin up / spin down): -14.826 / -14.818 eV
Molar mass: 521.38 g mol⁻¹
Lowest unoccupied orbital energy (spin up / spin down): -9.342 / -9.249 eV


Entry 4:
# C21H28N4O2

An isolated molecule of C21H28N4O2 (wB97M-V/def2-TZVPD, the OMol25 dataset).

Structure (XYZ):
```
55
Properties=species:S:1:pos:R:3:mulliken_charge:R:1
C -0.857 -5.422 -1.186 -1.418
C 0.149 -4.495 -1.866 0.424
C 0.026 -4.559 -3.386 -1.436
N -0.078 -3.137 -1.425 1.016
C 0.782 -2.322 -0.790 -0.753
C 0.122 -1.130 -0.560 -0.215
C 0.696 0.099 0.025 1.089
O 1.655 0.656 -0.502 -0.788
N 0.125 0.589 1.145 0.412
C 0.672 1.801 1.732 -1.208
C 0.010 3.018 1.067 0.555
O -0.868 3.662 1.605 -0.702
N 0.491 3.241 -0.164 -0.130
C -0.081 4.193 -1.091 -0.130
C -0.817 3.459 -2.222 -0.767
C 0.286 3.179 -3.237 -0.455
C 1.077 4.487 -3.249 -0.620
C 1.033 4.991 -1.797 -0.881
C -1.024 0.029 1.830 -1.054
C -0.614 -0.569 3.154 0.293
C 0.223 -1.679 3.175 -0.095
C 0.631 -2.224 4.378 -0.743
C 0.208 -1.665 5.573 -0.369
C -0.623 -0.558 5.559 -0.645
C -1.030 -0.011 4.354 -0.343
C -1.149 -1.334 -1.133 -0.601
N -1.245 -2.543 -1.643 -1.056
H -0.746 -5.380 -0.105 0.344
H -0.704 -6.446 -1.514 0.434
H -1.865 -5.110 -1.445 0.357
H 1.168 -4.762 -1.563 0.113
H 0.193 -5.575 -3.734 0.439
H -0.970 -4.239 -3.681 0.360
H 0.755 -3.903 -3.855 0.349
H 1.778 -2.623 -0.533 0.499
H 0.465 1.803 2.802 0.512
H 1.751 1.818 1.560 0.462
H 1.158 2.576 -0.541 0.354
H -0.750 4.827 -0.504 0.516
H -1.308 2.556 -1.862 0.257
H -1.571 4.116 -2.657 0.355
H -0.104 2.920 -4.220 0.429
H 0.913 2.357 -2.889 0.126
H 2.097 4.348 -3.603 0.358
H 0.585 5.203 -3.908 0.289
H 0.833 6.060 -1.756 0.306
H 1.981 4.811 -1.290 0.307
H -1.473 -0.742 1.202 0.444
H -1.754 0.829 1.985 0.441
H 0.553 -2.112 2.241 0.341
H 1.281 -3.088 4.386 0.390
H 0.528 -2.091 6.512 0.377
H -0.953 -0.117 6.488 0.380
H -1.676 0.855 4.345 0.413
H -1.969 -0.646 -1.206 0.669
```

ΔE to the lowest compared entry with this formula, charge and spin: 10.9 kcal/mol
Frontier orbital gap: 9.664 eV
SMILES: CC(C)n1cc(C(=O)N(CC(=O)NC2CCCC2)Cc2ccccc2)cn1
HOMO: -9.006 eV
Molar mass: 368.48 g mol⁻¹
Lowest unoccupied orbital energy: 0.658 eV


Look up the ΔE to the lowest compared entry with this formula, charge and spin of the first one. 0.0 kcal/mol


Which value of ΔE to the lowest compared entry with this formula, charge and spin does entry 2 give? 3.9 kcal/mol


What is the ΔE to the lowest compared entry with this formula, charge and spin in the first record? 0.0 kcal/mol